Entry from OMol25: a structure of composition C19H21CeN3O (the ωB97M-V functional and the def2-TZVPD basis).

Calculated values
**Total energy**: -1450.34287 a.u.
**Gap between HOMO and LUMO (spin up / spin down)**: 7.46 / 7.50 eV
**2S+1**: 2
**Total charge**: +3
**Max |F|**: 3.6 eV/Å

Last column: Mulliken spin population.
Positions of all 45 atoms, in Å:
Ce -1.4262 -0.0081 -0.4405  0.9989
C -2.8906 2.6039 -1.0579  0.0024
C -1.4169 2.9969 -1.0405  -0.0008
C -0.9650 4.3019 -0.8347  0.0001
C 0.3973 4.5716 -0.8118  -0.0003
C 1.3496 3.5779 -0.9971  -0.0009
C 0.8550 2.2586 -1.1414  0.0005
N -0.5192 2.0086 -1.2297  0.0004
C 1.7006 1.0547 -0.9596  0.0002
C 3.1184 1.1005 -0.8890  0.0001
C 3.8101 -0.0925 -0.7704  -0.0001
C 3.1328 -1.2999 -0.6893  -0.0004
C 1.7018 -1.2985 -0.7437  -0.0019
N 1.0464 -0.1395 -0.9260  -0.0010
C 0.8927 -2.4579 -0.4929  0.0009
C 1.4483 -3.7650 -0.3428  -0.0004
C 0.6341 -4.8431 -0.0867  0.0001
C -0.7644 -4.6535 -0.0035  -0.0001
C -1.2831 -3.3625 -0.1384  -0.0016
C -2.7740 -3.1333 -0.1275  0.0028
N -0.4787 -2.3011 -0.3853  0.0013
H -3.3395 3.0468 -1.9561  -0.0002
H -3.3623 3.0251 -0.1677  -0.0003
H -3.1433 1.5071 -1.1559  -0.0007
H -1.7009 5.1147 -0.8051  0.0001
H 0.7628 5.5548 -0.5516  0.0000
H 2.3789 3.7759 -0.9983  0.0000
H 3.6341 2.0213 -0.8807  0.0000
H 4.8925 -0.0935 -0.9086  0.0000
H 3.6133 -2.2499 -0.6163  0.0000
H 2.5161 -3.8955 -0.3742  0.0000
H 1.1123 -5.8250 0.1806  0.0000
H -1.4909 -5.4748 0.0526  0.0000
H -3.1502 -3.2659 -1.1666  0.0004
H -3.0706 -2.1368 0.2320  -0.0010
H -3.1771 -3.9068 0.5198  -0.0001
C 0.2849 -0.0529 2.7201  -0.0006
C -0.5670 1.1992 2.5141  0.0011
O -1.7626 0.7263 1.7764  0.0006
H 1.3427 0.2378 2.9208  0.0001
H 0.2659 -0.6933 1.7972  0.0005
H -0.0507 -0.6546 3.5451  0.0001
H -0.0412 2.0016 1.9373  0.0002
H -0.9683 1.6967 3.4215  -0.0001
H -2.5478 1.2224 2.0721  -0.0002

Forces on the atoms, in the same order (eV/Å):
0.83 -1.41 -0.22
0.28 0.33 -0.37
0.69 -0.10 -0.38
-0.82 0.15 -0.43
0.13 0.13 0.21
-2.32 -2.10 -0.24
-0.80 0.89 0.42
1.75 0.42 0.79
1.33 -0.68 -0.78
-2.17 -0.70 0.29
0.37 -0.53 -0.85
-2.05 0.28 -0.23
2.16 1.65 0.25
-0.60 0.85 0.57
-1.36 -3.35 0.22
-0.34 2.10 -0.04
-0.85 -1.10 0.99
0.32 0.10 -0.53
0.74 -0.07 -0.48
0.61 -0.32 -0.76
1.10 0.35 0.04
-0.16 -0.07 0.25
-0.30 -0.18 -0.18
0.07 1.11 0.02
0.38 -0.30 0.36
-0.21 0.27 -0.30
1.18 0.30 0.16
0.48 0.81 -0.20
-0.21 0.02 0.53
0.57 -0.17 0.07
0.09 -0.10 -0.08
-0.74 0.96 -0.69
0.62 0.21 0.36
-0.02 0.00 0.69
-0.11 -0.21 0.22
-0.61 0.28 0.00
0.85 0.73 -0.48
0.23 0.35 0.44
-0.54 0.70 -0.20
-0.74 -0.26 -0.21
0.16 0.45 0.61
-0.29 -0.25 0.29
-0.49 -0.71 0.12
0.57 -0.58 -0.31
0.20 -0.23 0.07